Run w
Formula: C4H10NO2
Source: OMol25
Level of theory: the ωB97M-V functional and the def2-TZVPD basis

The charge is -1. Its highest occupied orbital energy is -0.083 Ha. As for the SMILES: N[C@H](C[O-])CCO. For the LUMO energy, the calculation gives 3.584 eV.

CARTESIAN COORDINATES (ANGSTROEM)
N1 -0.5418 -1.4187 0.7860
C1 -0.1297 -0.0001 0.7651
C2 -1.5074 1.0342 1.1968
O1 -2.5456 0.2342 1.4901
C3 0.3960 0.5762 -0.5919
C4 1.6625 -0.2628 -0.9779
O2 1.6518 -0.4767 -2.3272
H1 -0.9185 -1.6671 -0.0726
H2 -1.3115 -1.3990 1.5968
H3 0.6808 0.0672 1.4405
H4 -1.8429 1.4865 0.2938
H5 -1.1050 1.4022 2.2011
H6 -0.3893 0.6738 -1.3436
H7 0.7369 1.6076 -0.3967
H8 2.5718 0.3465 -0.7477
H9 1.6426 -1.2853 -0.6030
H10 0.9493 -0.9188 -2.7098

Löwdin atomic charge list, values in e, 8 entries:
1 N -0.024
2 C -0.371
3 C -0.423
4 O -0.409
5 C -0.166
6 C -0.296
7 O -0.085
8 H 0.004


Run x
Formula: C4H10NO2
Source: OMol25
Level of theory: the ωB97M-V functional and the def2-TZVPD basis

The charge is -1. Its highest occupied orbital energy is -0.115 Ha. As for the SMILES: C[C@H](O)CNC[O-]. For the LUMO energy, the calculation gives 4.084 eV.

CARTESIAN COORDINATES (ANGSTROEM)
C1 2.2908 0.6365 0.0040
C2 0.9229 -0.0687 0.1546
O1 0.8865 -1.2387 -0.8658
C3 -0.3160 0.8790 0.1568
N1 -1.5265 0.4478 -0.4974
C4 -2.1611 -0.7171 0.2148
O2 -1.5124 -1.9100 0.0916
H1 2.5021 1.2762 0.8696
H2 3.0300 -0.1922 -0.1021
H3 2.3491 1.1342 -0.9405
H4 1.0061 -0.6364 1.1270
H5 -0.0943 -1.6443 -0.7113
H6 0.0989 1.7133 -0.2824
H7 -0.6163 1.1639 1.2386
H8 -1.4619 0.2988 -1.5724
H9 -3.1689 -0.8289 -0.2233
H10 -2.2291 -0.3134 1.3381

Löwdin atomic charge list, values in e, 8 entries:
1 C -0.097
2 C -0.371
3 O -0.195
4 C -0.250
5 N -0.107
6 C -0.500
7 O -0.341
8 H 0.068


Run y
Formula: C4H10NO2
Source: OMol25
Level of theory: the ωB97M-V functional and the def2-TZVPD basis

The charge is -1. Its highest occupied orbital energy is -0.081 Ha. For the LUMO energy, the calculation gives 4.299 eV.

CARTESIAN COORDINATES (ANGSTROEM)
C1 -0.6203 0.5772 0.5521
C2 0.2893 -0.1372 1.5558
C3 1.7480 0.2592 1.2646
O1 1.9604 0.4886 -0.1160
N1 -0.5459 -0.1529 -0.6722
C4 -1.2747 -0.1824 -1.8210
O2 -1.0101 -1.3746 -2.6117
H1 -1.6828 0.7005 0.8245
H2 -0.1522 1.5634 0.3666
H3 -0.1056 0.2006 2.5258
H4 0.1987 -1.2217 1.5573
H5 1.9909 1.1540 1.8422
H6 2.4118 -0.5817 1.4917
H7 1.0803 0.2345 -0.5807
H8 -1.0777 0.6213 -2.5758
H9 -2.3868 -0.1235 -1.6863
H10 -0.8233 -2.0254 -1.9170

Löwdin atomic charge list, values in e, 8 entries:
1 C -0.339
2 C -0.206
3 C -0.313
4 O -0.170
5 N -0.153
6 C -0.480
7 O -0.142
8 H 0.090


Run z
Formula: C4H10NO2
Source: OMol25
Level of theory: the ωB97M-V functional and the def2-TZVPD basis

The charge is -1. Its highest occupied orbital energy is -0.134 Ha. For the LUMO energy, the calculation gives 4.210 eV.

CARTESIAN COORDINATES (ANGSTROEM)
C1 -2.1375 1.9652 -0.0492
N1 -2.2756 0.7739 0.5495
O1 -1.3455 2.3035 -0.9099
H1 -2.8873 2.6945 0.3571
H2 -1.4913 -0.0771 0.6384
H3 -3.0539 0.7639 1.1909
C2 0.0348 -1.1492 -0.4767
O2 -0.5238 -1.0192 0.7771
C3 1.5623 -1.2253 -0.3906
C4 2.1450 -0.0219 0.3340
H4 -0.2739 -0.3268 -1.1579
H5 -0.3224 -2.0447 -1.0335
H6 1.9715 -1.3191 -1.4096
H7 1.7913 -2.1739 0.1086
H8 3.2158 -0.1108 0.5285
H9 1.5644 0.1057 1.2455
H10 2.0260 0.8613 -0.3022

Löwdin atomic charge list, values in e, 8 entries:
1 C -0.519
2 N 0.075
3 O -0.066
4 H 0.093
5 H 0.016
6 H 0.052
7 C -0.450
8 O -0.310


Stability summary: most stable run z, least stable run w.